{
  "formula": "C15H14BrCsN4O2Se",
  "method": "ωB97M-V/def2-TZVPD",
  "homo_lumo_gap_ev": 6.5050,
  "e_homo_ev": -6.83,
  "relative_energy_kj_mol": 58.8,
  "lumo_energy_ev": -0.327,
  "spin_multiplicity": 1,
  "mol_weight_g_mol": 574.1,
  "elements": ["Cs", "Br", "C", "C", "C", "C", "C", "C", "N", "C", "C", "C", "C", "C", "C", "N", "H", "H", "H", "H", "H", "H", "H", "H", "H", "N", "C", "C", "O", "O", "H", "H", "H", "H", "H", "Se", "C", "N"],
  "positions_angstrom": [[-0.914, -2.379, 1.444], [-5.198, 0.941, -5.182], [-3.907, 0.863, -3.790], [-3.715, -0.328, -3.107], [-2.764, -0.389, -2.105], [-2.018, 0.736, -1.755], [-2.222, 1.921, -2.468], [-3.161, 1.987, -3.484], [-1.054, 0.621, -0.751], [-0.848, 1.586, 0.045], [0.271, 1.611, 1.003], [0.504, 2.777, 1.732], [1.603, 2.846, 2.565], [2.435, 1.741, 2.662], [2.117, 0.622, 1.910], [1.073, 0.549, 1.092], [-4.303, -1.196, -3.369], [-2.600, -1.314, -1.569], [-1.620, 2.793, -2.247], [-3.305, 2.906, -4.035], [-1.466, 2.486, 0.031], [-0.189, 3.604, 1.659], [1.801, 3.740, 3.141], [3.305, 1.749, 3.303], [2.740, -0.267, 1.964], [4.025, -2.907, -0.563], [3.593, -3.114, 0.820], [2.066, -3.264, 0.897], [1.446, -3.270, 1.932], [1.485, -3.412, -0.285], [4.219, -1.932, -0.753], [2.233, -3.335, -0.933], [4.846, -3.445, -0.801], [3.883, -2.313, 1.499], [4.017, -4.034, 1.223], [-2.811, 1.835, 2.861], [-2.793, 0.075, 2.749], [-2.774, -1.089, 2.669]]
}



{
  "formula": "C13H16Cl3F9O6",
  "method": "ωB97M-V/def2-TZVPD",
  "homo_lumo_gap_ev": 11.3673,
  "e_homo_ev": -11.19,
  "lumo_energy_ev": 0.175,
  "spin_multiplicity": 1,
  "smiles": "CCOC(=O)C(F)(F)F.CCOC(=O)C(F)(F)F.CCOC(=O)C(F)(F)F.ClC(Cl)Cl",
  "mol_weight_g_mol": 545.6,
  "elements": ["C", "C", "O", "C", "O", "C", "F", "F", "F", "H", "H", "H", "H", "H", "C", "C", "O", "C", "O", "C", "F", "F", "F", "H", "H", "H", "H", "H", "C", "C", "O", "C", "O", "C", "F", "F", "F", "H", "H", "H", "H", "H", "C", "Cl", "Cl", "Cl", "H"],
  "positions_angstrom": [[2.107, 0.272, -3.184], [1.758, 0.412, -1.713], [2.872, 0.060, -0.873], [3.240, -1.198, -0.804], [2.936, -2.095, -1.517], [4.208, -1.448, 0.389], [3.936, -0.661, 1.438], [4.160, -2.709, 0.763], [5.449, -1.124, -0.038], [1.353, 0.637, -3.894], [2.115, -0.799, -3.386], [2.974, 0.830, -3.531], [0.908, -0.170, -1.352], [1.520, 1.452, -1.485], [-4.455, 0.158, -3.118], [-3.113, -0.346, -2.720], [-2.903, -0.591, -1.321], [-3.563, -1.617, -0.819], [-4.083, -2.487, -1.439], [-3.672, -1.575, 0.721], [-3.166, -2.625, 1.321], [-3.092, -0.482, 1.195], [-4.955, -1.525, 1.054], [-4.921, 0.963, -2.544], [-5.274, -0.568, -3.153], [-4.380, 0.513, -4.149], [-2.359, 0.406, -2.961], [-2.786, -1.190, -3.330], [-0.137, 1.605, 1.619], [-0.319, 0.554, 2.662], [0.162, -0.698, 2.176], [0.309, -1.672, 3.076], [-0.005, -1.622, 4.224], [0.967, -2.910, 2.440], [1.739, -3.541, 3.328], [-0.022, -3.762, 2.096], [1.707, -2.621, 1.385], [0.236, 1.323, 0.632], [0.629, 2.356, 1.845], [-1.005, 2.252, 1.484], [-1.376, 0.490, 2.934], [0.133, 0.833, 3.617], [2.076, 4.886, 1.430], [3.026, 6.397, 1.663], [1.837, 4.490, -0.272], [0.543, 5.027, 2.224], [2.689, 4.118, 1.885]]
}



{
  "formula": "C18H54O9",
  "method": "ωB97M-V/def2-TZVPD",
  "homo_lumo_gap_ev": 9.7448,
  "e_homo_ev": -9.44,
  "relative_energy_kj_mol": 1426.9,
  "lumo_energy_ev": 0.303,
  "spin_multiplicity": 1,
  "mol_weight_g_mol": 414.6,
  "elements": ["C", "C", "O", "H", "H", "H", "H", "H", "H", "C", "C", "O", "H", "H", "H", "H", "H", "H", "C", "C", "O", "H", "H", "H", "H", "H", "H", "C", "C", "O", "H", "H", "H", "H", "H", "H", "C", "C", "O", "H", "H", "H", "H", "H", "H", "C", "C", "O", "H", "H", "H", "H", "H", "H", "C", "C", "O", "H", "H", "H", "H", "H", "H", "C", "C", "O", "H", "H", "H", "H", "H", "H", "C", "C", "O", "H", "H", "H", "H", "H", "H"],
  "positions_angstrom": [[-3.228, 2.253, 4.229], [-2.620, 3.209, 3.243], [-1.485, 3.835, 3.909], [-4.245, 2.039, 3.660], [-3.266, 2.937, 5.233], [-2.526, 1.464, 4.358], [-3.336, 3.914, 2.898], [-2.035, 2.778, 2.303], [-1.246, 4.309, 3.257], [-2.262, -0.662, -4.740], [-1.140, -0.288, -3.785], [-1.694, 0.556, -2.605], [-2.049, -1.141, -5.726], [-3.113, 0.146, -4.878], [-2.735, -1.643, -4.280], [-0.337, 0.418, -4.165], [-0.734, -1.148, -3.285], [-0.921, 0.773, -1.966], [-2.655, -1.247, 3.001], [-2.748, -1.888, 1.574], [-3.729, -2.961, 1.566], [-1.928, -0.566, 3.007], [-2.570, -2.001, 3.637], [-3.800, -0.847, 3.049], [-1.917, -2.316, 1.376], [-3.074, -1.218, 0.740], [-3.563, -3.423, 0.740], [2.960, 0.390, 3.944], [2.264, 1.377, 4.797], [1.389, 0.675, 5.784], [3.979, 0.563, 3.324], [2.158, -0.004, 3.418], [3.500, -0.394, 4.382], [1.433, 2.280, 4.224], [2.869, 1.846, 5.511], [0.759, 1.359, 6.078], [4.036, 1.967, -1.547], [3.736, 0.904, -2.472], [2.324, 0.777, -2.481], [4.915, 2.035, -1.265], [3.608, 1.827, -0.519], [3.636, 2.780, -1.835], [4.023, -0.129, -2.026], [4.000, 0.921, -3.563], [2.152, 0.061, -3.036], [0.508, 4.406, 0.620], [0.394, 5.912, 0.964], [-0.471, 5.991, 2.210], [1.027, 4.334, -0.165], [-0.486, 3.967, 0.430], [0.834, 3.774, 1.552], [0.195, 6.586, 0.172], [1.307, 6.268, 1.198], [-0.447, 6.826, 2.523], [3.409, -3.826, -2.798], [2.971, -4.651, -4.034], [2.488, -3.833, -5.076], [3.631, -4.328, -2.028], [2.674, -3.016, -2.494], [4.434, -3.187, -2.832], [2.289, -5.566, -3.573], [3.839, -5.313, -4.090], [2.372, -4.223, -6.068], [-1.730, -4.293, -1.741], [-3.046, -3.498, -1.910], [-4.016, -3.979, -0.983], [-1.951, -5.252, -1.978], [-1.482, -4.421, -0.634], [-0.987, -3.697, -2.263], [-3.467, -3.587, -2.959], [-2.829, -2.483, -2.070], [-4.789, -3.729, -1.458], [0.445, -0.998, -0.093], [0.327, 0.381, 0.438], [0.401, 1.318, -0.601], [-0.515, -1.544, -0.462], [0.484, -1.644, 0.809], [1.316, -1.213, -0.661], [1.304, 0.345, 1.007], [-0.339, 0.593, 1.203], [1.124, 1.066, -1.228]]
}



{
  "formula": "C35H42BrCl5O2RuSi",
  "method": "ωB97M-V/def2-TZVPD",
  "homo_lumo_gap_ev": [6.8072, 7.2112],
  "e_homo_ev": [-4.51, -4.91],
  "charge": -1,
  "relative_energy_kj_mol": 30.9,
  "lumo_energy_ev": [2.300, 2.300],
  "spin_multiplicity": 2,
  "mol_weight_g_mol": 881.0,
  "s2": 0.77,
  "elements": ["Ru", "C", "C", "C", "C", "C", "C", "C", "C", "C", "C", "C", "C", "C", "C", "C", "C", "C", "H", "H", "H", "H", "H", "H", "H", "H", "H", "H", "H", "H", "H", "H", "H", "H", "H", "H", "H", "H", "H", "H", "H", "H", "H", "H", "H", "H", "H", "Cl", "C", "C", "C", "Cl", "C", "Cl", "C", "Cl", "C", "Cl", "C", "Si", "C", "C", "C", "C", "H", "H", "H", "H", "H", "H", "H", "H", "H", "Br", "C", "C", "C", "C", "C", "C", "C", "O", "O", "H", "H", "H", "H"],
  "positions_angstrom": [[0.454, -0.604, 0.045], [-1.160, -1.713, -0.863], [-1.325, -0.548, -1.684], [-0.178, -0.510, -2.554], [0.641, -1.610, -2.221], [0.036, -2.408, -1.240], [0.373, -3.868, -1.001], [-0.582, -4.665, -1.910], [1.805, -4.175, -1.452], [0.161, -4.344, 0.435], [0.182, 0.357, -3.773], [-0.960, 0.300, -4.800], [1.409, -0.245, -4.477], [0.567, 1.814, -3.482], [-2.628, 0.259, -1.591], [-3.696, -0.416, -2.474], [-2.543, 1.747, -1.937], [-3.156, 0.196, -0.148], [-1.937, -2.121, -0.249], [1.598, -1.822, -2.663], [-0.470, -4.365, -2.955], [-1.623, -4.505, -1.619], [-0.366, -5.735, -1.835], [1.924, -4.023, -2.528], [2.035, -5.222, -1.241], [2.523, -3.547, -0.924], [-0.880, -4.224, 0.740], [0.792, -3.801, 1.136], [0.403, -5.409, 0.491], [-1.306, -0.726, -4.946], [-0.595, 0.674, -5.759], [-1.815, 0.907, -4.518], [1.235, -1.274, -4.799], [2.287, -0.226, -3.828], [1.634, 0.354, -5.362], [-0.138, 2.331, -2.841], [0.629, 2.357, -4.430], [1.545, 1.853, -3.009], [-3.512, -0.271, -3.537], [-4.683, -0.004, -2.244], [-3.726, -1.491, -2.281], [-2.306, 1.935, -2.980], [-1.804, 2.247, -1.311], [-3.521, 2.198, -1.749], [-3.470, -0.808, 0.132], [-4.029, 0.848, -0.061], [-2.404, 0.533, 0.568], [1.967, 1.108, 2.203], [0.593, 0.250, 2.839], [-0.152, -0.637, 2.010], [-1.139, -1.320, 2.753], [-2.160, -2.569, 2.081], [-1.400, -1.107, 4.119], [-2.636, -1.982, 4.964], [-0.667, -0.184, 4.845], [-0.986, 0.099, 6.519], [0.350, 0.495, 4.191], [1.308, 1.616, 5.092], [5.913, -2.434, 1.198], [4.309, -3.021, 1.979], [4.150, -4.873, 1.699], [4.380, -2.695, 3.825], [2.898, -2.161, 1.255], [1.938, -1.575, 0.769], [6.776, -2.978, 1.594], [6.063, -1.368, 1.386], [5.881, -2.577, 0.116], [4.960, -5.418, 2.192], [4.181, -5.106, 0.632], [3.200, -5.244, 2.090], [5.184, -3.272, 4.292], [3.438, -2.968, 4.305], [4.558, -1.636, 4.025], [3.691, 7.439, -1.734], [2.976, 5.710, -1.399], [3.726, 4.594, -1.729], [3.197, 3.336, -1.483], [1.936, 3.202, -0.916], [1.206, 4.336, -0.581], [1.720, 5.600, -0.825], [1.361, 1.835, -0.664], [2.015, 0.824, -1.034], [0.242, 1.764, -0.081], [4.707, 4.709, -2.169], [3.752, 2.440, -1.725], [0.233, 4.208, -0.125], [1.158, 6.488, -0.570]]
}



{
  "formula": "C5H9NO",
  "method": "ωB97M-V/def2-TZVPD",
  "homo_lumo_gap_ev": 8.5799,
  "e_homo_ev": -7.73,
  "relative_energy_kj_mol": 257.3,
  "lumo_energy_ev": 0.848,
  "spin_multiplicity": 1,
  "smiles": "C/C=N/C(C)=C/O",
  "mol_weight_g_mol": 99.1,
  "elements": ["C", "C", "C", "C", "C", "O", "N", "H", "H", "H", "H", "H", "H", "H", "H", "H"],
  "positions_angstrom": [[-1.742, 1.479, 0.088], [2.755, -0.390, 0.073], [-0.742, 0.363, 0.185], [-1.044, -0.981, 0.186], [1.309, -0.330, -0.295], [-2.288, -1.496, -0.058], [0.575, 0.666, 0.136], [-2.824, -0.843, -0.525], [-0.465, -1.697, 0.751], [1.044, -0.873, -1.204], [-2.130, 1.578, -0.929], [-1.244, 2.412, 0.344], [-2.583, 1.318, 0.764], [3.358, 0.096, -0.698], [2.936, 0.123, 1.016], [3.086, -1.425, 0.167]]
}



{
  "formula": "C4H12NOS2",
  "method": "ωB97M-V/def2-TZVPD",
  "homo_lumo_gap_ev": 9.1614,
  "e_homo_ev": -13.21,
  "charge": 1,
  "relative_energy_kj_mol": 8.3,
  "lumo_energy_ev": -4.053,
  "spin_multiplicity": 1,
  "mol_weight_g_mol": 154.3,
  "elements": ["C", "C", "C", "C", "N", "O", "S", "S", "H", "H", "H", "H", "H", "H", "H", "H", "H", "H", "H", "H"],
  "positions_angstrom": [[1.827, -1.254, -0.934], [-0.610, 1.485, 1.495], [1.327, -0.126, -0.060], [-0.813, 1.093, 0.087], [0.061, 0.367, -0.560], [-2.510, -1.401, 0.135], [2.539, 1.272, 0.038], [-2.225, 1.551, -0.762], [1.940, -0.933, -1.969], [1.136, -2.094, -0.897], [2.794, -1.593, -0.573], [-1.188, 2.367, 1.756], [0.442, 1.676, 1.705], [-0.937, 0.665, 2.140], [1.208, -0.460, 0.974], [-3.458, -1.408, -0.025], [-0.142, 0.124, -1.527], [-2.275, -2.319, 0.306], [2.878, 1.260, -1.250], [-2.801, 2.227, 0.232]]
}



{
  "formula": "C19H22CdN3O6",
  "method": "ωB97M-V/def2-TZVPD",
  "homo_lumo_gap_ev": [7.7446, 5.1086],
  "e_homo_ev": [-5.30, -2.74],
  "charge": -1,
  "lumo_energy_ev": [2.445, 2.369],
  "spin_multiplicity": 1,
  "mol_weight_g_mol": 500.8,
  "elements": ["Cd", "C", "O", "C", "O", "N", "N", "H", "H", "H", "H", "H", "H", "O", "C", "O", "C", "C", "C", "C", "C", "C", "N", "O", "O", "H", "H", "H", "H", "C", "C", "C", "C", "C", "C", "C", "C", "C", "C", "H", "H", "H", "H", "H", "H", "H", "H", "H", "H", "H", "H"],
  "positions_angstrom": [[-1.291, -1.043, -0.672], [-2.839, 0.705, 3.443], [-1.965, 1.292, 2.494], [-1.539, 0.380, 1.517], [-2.511, -0.280, 0.934], [0.469, 1.389, 0.554], [1.079, 0.486, -0.366], [-2.372, -0.145, 3.949], [-3.762, 0.372, 2.967], [-3.058, 1.475, 4.181], [0.606, 2.340, 0.227], [1.806, -0.027, 0.118], [1.445, 0.947, -1.191], [-0.203, -1.593, 1.250], [-0.410, -0.597, 2.018], [-0.938, 1.231, 0.441], [0.329, -0.461, 3.225], [0.360, 0.713, 4.035], [1.133, 0.778, 5.158], [1.915, -0.330, 5.551], [1.912, -1.502, 4.763], [1.150, -1.556, 3.633], [2.700, -0.265, 6.710], [2.688, 0.778, 7.388], [3.394, -1.247, 7.026], [-0.220, 1.573, 3.734], [1.172, 1.673, 5.761], [2.519, -2.339, 5.077], [1.149, -2.448, 3.024], [-0.175, -2.427, -4.048], [-0.986, -1.130, -3.900], [-1.812, -0.939, -5.187], [-1.889, -1.260, -2.694], [-0.079, 0.094, -3.748], [-0.670, 1.327, -3.458], [0.087, 2.481, -3.336], [1.470, 2.428, -3.488], [2.073, 1.209, -3.756], [1.303, 0.055, -3.888], [-0.862, -3.269, -4.144], [0.449, -2.600, -3.169], [0.461, -2.405, -4.938], [-2.436, -1.820, -5.359], [-1.162, -0.798, -6.055], [-2.466, -0.070, -5.106], [-2.908, -1.557, -2.940], [-1.740, 1.368, -3.297], [-0.398, 3.422, -3.106], [2.069, 3.324, -3.386], [3.149, 1.147, -3.859], [1.805, -0.882, -4.088]]
}



{
  "formula": "C15H23CaN3O12P3S",
  "method": "ωB97M-V/def2-TZVPD",
  "homo_lumo_gap_ev": 8.5883,
  "e_homo_ev": -6.10,
  "charge": -1,
  "relative_energy_kj_mol": 28.0,
  "lumo_energy_ev": 2.488,
  "spin_multiplicity": 1,
  "mol_weight_g_mol": 602.4,
  "elements": ["Ca", "O", "C", "O", "C", "C", "C", "C", "C", "C", "C", "C", "C", "N", "H", "H", "H", "H", "H", "H", "N", "C", "C", "P", "O", "O", "O", "P", "O", "O", "O", "H", "H", "H", "H", "H", "H", "H", "H", "C", "O", "P", "O", "C", "O", "C", "H", "H", "H", "H", "H", "H", "H", "H", "H", "O", "S", "N"],
  "positions_angstrom": [[0.160, 0.470, -0.658], [-2.443, -1.827, 1.832], [-1.846, -1.238, 0.946], [-0.595, -0.936, 0.911], [-2.662, -0.847, -0.312], [-3.914, -1.479, -0.527], [-4.574, -1.256, -1.690], [-4.014, -0.385, -2.660], [-4.610, -0.147, -3.924], [-4.006, 0.678, -4.827], [-2.786, 1.321, -4.498], [-2.205, 1.120, -3.281], [-2.803, 0.242, -2.343], [-2.148, 0.001, -1.165], [-4.287, -2.135, 0.246], [-5.521, -1.740, -1.899], [-5.542, -0.646, -4.165], [-4.453, 0.842, -5.799], [-2.308, 1.967, -5.222], [-1.282, 1.623, -3.017], [3.982, -0.938, -1.567], [2.830, -1.264, -2.493], [3.346, -2.074, -3.678], [2.371, 0.470, -3.082], [1.313, 0.182, -4.251], [3.649, 1.014, -3.617], [1.713, 1.219, -1.939], [1.407, -2.167, -1.666], [1.778, -1.864, -0.100], [1.462, -3.596, -2.019], [0.193, -1.333, -2.034], [4.559, -0.256, -2.080], [4.514, -1.767, -1.312], [3.649, -0.458, -0.703], [4.049, -1.487, -4.271], [2.509, -2.355, -4.311], [3.807, -3.004, -3.333], [0.541, -0.268, -3.858], [0.932, -1.729, 0.412], [3.793, -1.943, 2.590], [3.856, -0.531, 2.767], [2.665, 0.341, 2.043], [3.419, 0.744, 0.634], [4.393, 1.785, 0.513], [2.964, 1.712, 2.861], [2.022, 2.095, 3.867], [4.231, -2.411, 3.470], [4.361, -2.254, 1.709], [2.765, -2.293, 2.470], [4.659, 1.846, -0.542], [5.272, 1.564, 1.121], [3.962, 2.733, 0.824], [2.219, 3.138, 4.105], [2.162, 1.490, 4.766], [1.004, 1.996, 3.496], [-1.534, 2.786, -0.366], [-0.683, 2.959, 0.841], [0.453, 2.049, 1.029]]
}